{
  "formula": "C5H11NO",
  "method": "the ωB97M-V functional and the def2-TZVPD basis",
  "symbols": ["C", "C", "C", "N", "C", "C", "O", "H", "H", "H", "H", "H", "H", "H", "H", "H", "H", "H"],
  "coordinates": [[0.9769, 0.7317, -1.4286], [0.0069, -0.2839, -0.8845], [0.4412, -1.7066, -0.6382], [-0.4690, 0.3009, 0.5986], [0.1841, 0.6172, 1.9328], [-1.7983, 0.5152, 0.5045], [-2.4254, 0.2944, -0.5170], [1.7949, 0.8360, -0.7189], [1.3692, 0.4786, -2.4229], [0.4426, 1.6849, -1.5205], [-0.8131, -0.3466, -1.6305], [-0.4232, -2.2590, -0.2502], [0.7820, -2.2272, -1.5436], [1.2352, -1.6964, 0.1058], [0.6820, -0.2326, 2.4227], [0.9078, 1.4470, 1.9175], [-0.5785, 0.9422, 2.6727], [-2.3153, 0.9043, 1.4002]],
  "atomic_forces_ev_per_a": [[0.24, 0.06, 0.22], [0.26, 0.26, 0.96], [0.22, 0.00, 0.23], [-0.50, -0.21, -0.92], [0.05, -0.19, -0.54], [-0.31, -0.04, -0.27], [-0.94, 0.28, 0.36], [0.32, 0.26, -0.16], [-0.10, -0.16, 0.29], [0.24, -0.11, 0.06], [0.03, 0.48, 1.45], [0.27, 0.05, 0.01], [0.00, 0.33, 0.14], [0.17, -0.39, 0.05], [-0.13, -0.03, -0.58], [-0.17, -0.29, -0.52], [0.05, -0.27, -0.85], [0.28, -0.03, 0.07]],
  "smiles": "CC(C)N(C)C=O",
  "lumo_energy_ev": 0.820,
  "homo_lumo_gap_ev": 10.10
}

{
  "formula": "C20H13Cl2IrN4O4",
  "method": "the ωB97M-V functional and the def2-TZVPD basis",
  "symbols": ["Ir", "Cl", "C", "C", "C", "N", "C", "O", "C", "C", "C", "C", "C", "N", "C", "C", "C", "Cl", "N", "C", "O", "C", "C", "C", "C", "C", "N", "H", "H", "H", "H", "H", "H", "H", "H", "H", "H", "C", "C", "O", "O", "H", "H", "H"],
  "coordinates": [[0.0203, -0.0796, -0.2191], [-3.5254, 5.4565, 1.3155], [-2.2432, 4.3970, 0.8952], [-2.5414, 3.1231, 0.4867], [-1.4897, 2.2523, 0.1608], [-1.5998, 0.9415, -0.2587], [-2.8097, 0.3676, -0.6973], [-3.8116, 0.9794, -0.9463], [-2.6946, -1.1123, -0.8461], [-3.8217, -1.8486, -1.1369], [-3.7069, -3.2287, -1.2258], [-2.4606, -3.7933, -1.0261], [-1.3736, -2.9790, -0.7472], [-1.4790, -1.6497, -0.6491], [-0.1541, 2.6825, 0.2510], [0.1359, 3.9911, 0.6626], [-0.9011, 4.8313, 0.9808], [-0.5429, 6.4250, 1.5001], [0.7526, 1.7129, -0.1205], [2.0967, 1.9702, -0.4011], [2.6193, 3.0524, -0.4088], [2.8337, 0.7160, -0.7548], [4.1854, 0.7580, -1.0224], [4.8348, -0.4268, -1.3350], [4.0937, -1.5974, -1.3762], [2.7395, -1.5548, -1.0930], [2.1157, -0.4143, -0.7774], [-3.5669, 2.8070, 0.4270], [-4.7568, -1.3269, -1.2831], [-4.5692, -3.8432, -1.4445], [-2.3112, -4.8620, -1.0834], [-0.3903, -3.3969, -0.6036], [1.1526, 4.3380, 0.7325], [4.6890, 1.7133, -0.9815], [5.8955, -0.4354, -1.5447], [4.5505, -2.5454, -1.6217], [2.1339, -2.4448, -1.1220], [0.9643, -2.4284, 3.0625], [0.7243, -1.8122, 1.7232], [0.3136, -0.5493, 1.7112], [0.8678, -2.3959, 0.6633], [1.0490, -1.6692, 3.8368], [1.8612, -3.0417, 3.0216], [0.1205, -3.0794, 3.2957]],
  "atomic_forces_ev_per_a": [[-0.01, 0.01, -1.64], [0.08, -0.08, -0.02], [-0.43, -0.12, -0.02], [0.06, 0.04, -0.10], [-0.77, -0.49, -0.06], [-1.22, 0.40, 0.65], [0.23, 0.22, 0.05], [-0.09, 0.04, 0.04], [-0.05, 0.12, 0.11], [-0.04, -0.10, -0.05], [0.04, 0.08, 0.03], [-0.03, 0.00, -0.02], [0.11, -0.07, -0.25], [0.30, -0.35, 0.04], [0.96, 0.01, 0.00], [-0.01, 0.15, -0.05], [0.47, 0.15, 0.02], [-0.01, -0.07, -0.01], [0.40, 0.84, 0.61], [-0.11, -0.06, -0.09], [0.04, 0.13, 0.07], [-0.03, 0.11, 0.18], [0.05, 0.00, -0.07], [-0.08, 0.00, 0.03], [0.02, 0.06, -0.03], [0.02, 0.07, -0.28], [-0.04, -0.72, 0.24], [-0.07, -0.05, -0.03], [0.00, 0.00, 0.01], [0.00, 0.00, 0.00], [0.00, 0.00, -0.01], [-0.09, 0.04, 0.03], [0.01, -0.01, 0.00], [0.02, -0.01, 0.00], [0.00, 0.00, 0.00], [0.01, 0.01, 0.00], [0.02, 0.02, 0.06], [-0.06, 0.20, 0.13], [-0.21, 0.78, 0.21], [0.17, -0.50, -0.17], [0.35, -0.82, 0.43], [0.00, -0.05, -0.01], [0.00, 0.00, -0.02], [0.00, 0.01, 0.00]],
  "charge": 1,
  "s_squared": 0.8508,
  "lumo_energy_ev": [-4.552, -6.068],
  "homo_lumo_gap_ev": [6.93, 5.53],
  "multiplicity": 2
}

{
  "formula": "C16H32N2O18Ti",
  "method": "the ωB97M-V functional and the def2-TZVPD basis",
  "symbols": ["Ti", "N", "O", "O", "O", "N", "O", "O", "O", "C", "C", "O", "C", "O", "O", "C", "H", "H", "H", "H", "H", "H", "H", "H", "C", "C", "O", "C", "O", "O", "C", "H", "H", "H", "H", "H", "H", "H", "H", "C", "C", "O", "C", "O", "O", "C", "H", "H", "H", "H", "H", "H", "H", "H", "C", "C", "O", "C", "O", "O", "C", "H", "H", "H", "H", "H", "H", "H", "H"],
  "coordinates": [[-24.6520, 20.7653, -5.4983], [-27.7975, 20.1087, -4.5698], [-28.3680, 20.9345, -5.3198], [-28.2945, 19.7982, -3.4775], [-26.7146, 19.5639, -5.0006], [-26.2427, 23.2230, -7.4193], [-27.4655, 23.2116, -7.2333], [-25.7205, 24.1040, -8.1280], [-25.5158, 22.3191, -6.8935], [-19.5769, 20.7239, -8.6640], [-20.7662, 20.9339, -7.7649], [-20.4057, 21.8965, -6.7925], [-21.2401, 22.2581, -5.8444], [-22.3230, 21.7806, -5.6145], [-20.6918, 23.2645, -5.1707], [-21.4038, 23.7908, -4.0551], [-19.8534, 19.9725, -9.4117], [-18.7185, 20.3509, -8.1058], [-19.2812, 21.5390, -9.3241], [-21.1529, 20.0441, -7.2614], [-21.6138, 21.2715, -8.3706], [-21.6562, 22.9560, -3.4034], [-22.3005, 24.3017, -4.4033], [-20.7264, 24.4745, -3.5514], [-26.5427, 18.4337, -9.6844], [-26.6163, 18.3181, -8.1748], [-25.7442, 17.3217, -7.6253], [-24.6297, 17.7787, -7.0829], [-24.3172, 18.9441, -7.0205], [-23.9032, 16.7524, -6.6742], [-22.6307, 17.0087, -6.1351], [-26.6047, 17.4455, -10.1496], [-25.6519, 18.9720, -10.0077], [-27.4012, 18.9362, -10.1321], [-27.6316, 18.0557, -7.8769], [-26.4939, 19.2992, -7.7161], [-22.3562, 18.0633, -6.0949], [-21.8801, 16.5265, -6.7649], [-22.5262, 16.6247, -5.1206], [-23.2143, 22.0449, -1.0908], [-24.6195, 22.6751, -1.0954], [-24.5804, 23.7915, -1.9952], [-24.8845, 23.6566, -3.2949], [-24.9959, 22.5836, -3.8287], [-24.8203, 24.8283, -3.8637], [-24.8930, 24.9589, -5.3024], [-23.0027, 21.8882, -2.1501], [-23.1579, 21.0640, -0.6198], [-22.5044, 22.7439, -0.6525], [-24.8558, 23.1168, -0.1305], [-25.3761, 21.9457, -1.3782], [-25.8935, 25.2412, -5.6192], [-24.4966, 24.0957, -5.8316], [-24.2671, 25.8323, -5.4880], [-19.7045, 18.7216, -2.5640], [-21.0297, 18.9346, -3.2448], [-22.0685, 19.0181, -2.2883], [-23.3367, 19.0796, -2.7276], [-23.6697, 19.4560, -3.8287], [-24.1335, 18.6828, -1.7449], [-25.5487, 18.7536, -2.0654], [-19.6246, 17.7616, -2.0494], [-19.4721, 19.5227, -1.8641], [-18.9394, 18.6503, -3.3403], [-21.2214, 18.1275, -3.9543], [-20.9472, 19.8553, -3.8289], [-25.8466, 19.7935, -2.1858], [-26.1221, 18.2714, -1.2809], [-25.7242, 18.2688, -3.0244]],
  "atomic_forces_ev_per_a": [[-0.33, 0.08, 0.36], [-0.96, 1.17, -1.74], [0.64, -0.95, 0.99], [0.71, -0.32, 0.06], [0.20, 0.01, 0.70], [-0.87, -0.45, 0.04], [0.52, 0.00, 0.04], [0.50, -0.09, 0.16], [0.24, 0.42, -0.39], [0.05, -1.03, -0.55], [-0.95, 0.03, -0.56], [1.02, 0.57, -0.12], [-0.94, 0.15, 0.33], [-0.26, -0.20, -0.02], [0.84, 0.21, -0.30], [-0.27, -0.50, -0.08], [0.00, -0.32, 0.30], [0.08, 0.10, -0.07], [-0.14, 0.56, 0.64], [0.43, -0.19, -0.06], [-0.01, 0.33, 0.24], [-0.21, 0.22, 0.15], [-0.02, 0.00, 0.18], [-0.02, 0.02, -0.09], [0.13, -0.57, -0.35], [-1.55, 1.08, -0.11], [0.15, -0.03, -0.10], [-0.44, 0.70, -0.45], [0.37, 0.04, 0.35], [-0.09, -0.54, 0.21], [1.28, 0.37, 0.12], [0.45, -0.08, 0.06], [0.09, -0.18, -0.05], [-0.07, 0.38, 0.54], [0.13, -0.47, 0.04], [0.48, -0.17, 0.19], [-0.51, 0.13, -0.09], [-0.13, -0.19, -0.01], [-0.41, -0.21, -0.05], [-0.79, 0.12, -0.53], [0.84, -0.38, -0.13], [-0.61, 0.96, 0.39], [1.17, -1.30, 0.18], [-0.43, -0.53, -0.37], [-0.30, 0.80, 0.08], [0.40, 0.61, 0.01], [0.33, -0.07, 0.05], [-0.13, 0.13, 0.26], [0.14, -0.10, -0.03], [-0.17, -0.05, 0.01], [-0.08, 0.14, -0.15], [-0.15, -0.49, 0.10], [-0.26, -0.14, 0.15], [0.09, -0.09, -0.13], [0.27, -0.57, 0.10], [0.31, 0.36, -0.63], [0.23, -0.27, 0.57], [-0.04, -0.15, -0.25], [0.04, 0.21, -0.25], [-0.35, 0.02, 0.27], [0.04, 0.21, -0.66], [-0.34, 0.08, 0.21], [0.06, 0.02, -0.06], [0.06, 0.38, 0.00], [-0.16, -0.05, 0.07], [-0.38, 0.07, -0.01], [-0.07, -0.04, 0.04], [0.31, 0.00, 0.18], [-0.12, 0.03, 0.06]],
  "charge": -1,
  "s_squared": 3.7535,
  "lumo_energy_ev": [2.091, 2.070],
  "homo_lumo_gap_ev": [2.73, 7.19],
  "multiplicity": 4
}

{
  "formula": "C6H12",
  "method": "the ωB97M-V functional and the def2-TZVPD basis",
  "symbols": ["C", "C", "C", "C", "C", "C", "H", "H", "H", "H", "H", "H", "H", "H", "H", "H", "H", "H"],
  "coordinates": [[2.1248, -0.5616, 0.8903], [1.5286, -0.1155, -0.4512], [0.0243, -0.0333, -0.4954], [-0.6738, 0.3148, 0.6643], [-2.1338, 0.3115, 0.7961], [-0.5962, -0.2629, -1.7112], [2.1937, 0.2752, 1.5979], [1.5549, -1.3883, 1.3283], [-2.9863, 2.2341, 0.7878], [3.1627, -0.8829, 0.7100], [1.9428, 0.8873, -0.7205], [-0.0948, 1.0105, 1.2640], [-2.5011, -0.2123, -0.0694], [-2.5634, 1.4959, 0.6538], [-2.4492, 0.0612, 1.7999], [-1.6226, 0.0198, -1.9673], [1.9342, -0.8691, -1.1815], [-0.1117, -0.8208, -2.5078]],
  "atomic_forces_ev_per_a": [[0.39, 0.46, 0.14], [1.13, -0.56, -0.17], [0.00, -0.60, -1.04], [-1.40, 2.72, -0.60], [3.73, -2.55, -0.12], [-0.66, -0.65, -0.09], [-0.17, -0.32, 0.01], [0.20, 0.13, -0.03], [0.05, -0.26, -0.15], [-0.44, 0.00, 0.18], [-0.29, -0.72, 0.01], [0.03, -0.83, 1.11], [-1.19, -0.14, 0.19], [-0.53, 1.68, -0.03], [-0.67, 0.29, -0.06], [0.26, -0.10, 0.44], [-0.82, 0.96, 0.18], [0.38, 0.51, 0.03]],
  "charge": 1,
  "s_squared": 0.8259,
  "lumo_energy_ev": [-6.430, -7.150],
  "homo_lumo_gap_ev": [7.48, 7.87],
  "multiplicity": 2
}

{
  "formula": "C25H26N6PbS3",
  "method": "the ωB97M-V functional and the def2-TZVPD basis",
  "symbols": ["Pb", "C", "N", "C", "C", "N", "C", "S", "C", "C", "C", "C", "C", "N", "H", "H", "H", "H", "H", "H", "H", "H", "H", "S", "C", "S", "C", "C", "N", "C", "N", "C", "C", "C", "C", "C", "C", "C", "C", "C", "C", "C", "C", "N", "H", "H", "H", "H", "H", "H", "H", "H", "H", "H", "H", "H", "H", "H", "H", "H", "H"],
  "coordinates": [[-1.0913, 1.4562, 0.9301], [-1.6746, -1.1460, 5.1077], [-0.5431, -1.4197, 4.2306], [-0.1097, -2.6824, 3.8825], [0.9221, -2.5314, 3.0390], [1.0944, -1.1584, 2.8571], [0.1923, -0.4636, 3.6161], [0.0098, 1.1921, 3.8537], [2.0674, -0.6160, 1.9801], [3.3247, -1.2032, 1.9082], [4.2228, -0.6845, 0.9949], [3.8468, 0.3982, 0.2107], [2.5716, 0.9095, 0.3758], [1.6854, 0.4032, 1.2332], [-1.8491, -2.0294, 5.7158], [-2.5565, -0.9273, 4.5086], [-1.4390, -0.2913, 5.7351], [-0.5881, -3.5715, 4.2505], [1.5055, -3.2588, 2.5069], [3.5959, -2.0193, 2.5619], [5.2113, -1.1156, 0.9054], [4.5220, 0.8364, -0.5103], [2.2320, 1.7549, -0.2142], [-2.0675, -0.8983, 1.4076], [-3.6261, -0.0909, 1.3615], [-3.7511, 1.4199, 0.5073], [-4.6823, -0.6696, 2.0143], [-4.4945, -1.8847, 2.7562], [-4.3232, -2.8438, 3.3702], [-5.9860, -0.0747, 2.0178], [-7.0325, 0.4028, 2.0209], [-1.6508, 3.0362, -2.8826], [-0.1402, 3.2748, -2.8667], [0.2912, 4.0942, -1.6468], [0.6734, 2.0111, -3.0118], [1.7761, 1.9914, -3.8270], [2.5136, 0.8223, -4.0500], [2.0724, -0.4021, -3.5284], [0.9849, -0.4865, -2.7021], [0.4427, -1.8290, -2.2724], [0.7373, -2.1467, -0.8045], [-1.0543, -1.9726, -2.5682], [0.3457, 0.7766, -2.3006], [-0.4909, 0.7653, -1.3315], [-2.1705, 3.9950, -2.8906], [-1.9955, 2.4811, -2.0078], [-1.9535, 2.4789, -3.7703], [0.1063, 3.8679, -3.7514], [0.1253, 3.5503, -0.7142], [-0.2878, 5.0172, -1.5925], [1.3494, 4.3556, -1.6975], [2.0580, 2.9051, -4.3368], [3.3937, 0.8540, -4.6778], [2.5869, -1.3159, -3.8011], [0.9777, -2.5613, -2.8826], [0.2303, -1.4494, -0.1376], [1.8107, -2.1049, -0.6050], [0.3766, -3.1481, -0.5631], [-1.6482, -1.3033, -1.9444], [-1.3735, -2.9932, -2.3553], [-1.2764, -1.7571, -3.6149]],
  "atomic_forces_ev_per_a": [[-0.05, 0.39, 0.63], [0.14, 0.00, -0.10], [-0.05, -0.02, 0.33], [0.00, 0.16, 0.00], [-0.11, 0.04, -0.07], [0.35, -0.09, -0.25], [-0.32, -0.21, 0.29], [0.08, 0.04, -0.09], [-0.16, -0.04, 0.16], [0.02, 0.12, 0.03], [0.04, 0.03, -0.07], [-0.01, -0.04, 0.05], [-0.03, -0.02, 0.02], [0.07, -0.02, -0.23], [-0.07, 0.01, -0.02], [-0.01, -0.01, 0.00], [0.02, 0.00, 0.01], [-0.04, 0.01, 0.00], [0.03, 0.02, -0.03], [-0.03, -0.01, 0.02], [0.00, 0.02, -0.01], [0.00, 0.00, 0.00], [0.00, -0.01, -0.01], [0.00, 0.03, -0.18], [0.14, 0.09, -0.15], [-0.02, -0.24, 0.17], [-0.26, -0.20, 0.20], [-0.14, 0.35, -0.20], [0.04, -0.08, 0.05], [0.28, -0.12, -0.02], [-0.07, 0.01, 0.01], [0.00, 0.03, 0.01], [-0.02, -0.01, 0.09], [0.01, -0.01, 0.06], [0.15, -0.02, -0.05], [0.02, -0.07, -0.03], [-0.04, -0.02, 0.05], [0.09, 0.09, -0.02], [-0.02, 0.09, -0.11], [-0.09, 0.07, 0.14], [0.08, 0.00, 0.03], [0.01, 0.04, -0.02], [-0.12, -0.26, -0.02], [0.06, -0.12, -0.49], [0.00, 0.00, -0.02], [0.01, 0.03, -0.04], [0.00, -0.01, 0.02], [-0.02, 0.03, -0.01], [0.00, 0.00, -0.04], [0.01, 0.00, 0.00], [0.00, -0.01, -0.01], [0.03, 0.00, 0.00], [-0.02, -0.01, -0.04], [0.01, 0.01, -0.03], [0.01, -0.02, -0.01], [-0.02, 0.01, -0.05], [0.02, 0.01, 0.02], [0.01, 0.00, -0.01], [0.01, -0.02, 0.02], [0.01, -0.01, 0.00], [0.01, 0.00, 0.00]],
  "lumo_energy_ev": [-2.470, -1.661],
  "homo_lumo_gap_ev": [5.18, 5.97]
}

{
  "formula": "C2H10CsO4",
  "method": "the ωB97M-V functional and the def2-TZVPD basis",
  "symbols": ["Cs", "O", "H", "H", "O", "H", "H", "C", "C", "O", "O", "H", "H", "H", "H", "H", "H"],
  "coordinates": [[-11.5585, -23.9451, 18.0801], [-11.9627, -22.2052, 15.4397], [-12.6317, -21.8748, 16.0394], [-11.1332, -22.0208, 15.8804], [-14.3412, -25.6187, 18.1500], [-14.7776, -25.5185, 17.3039], [-14.3974, -24.7523, 18.5530], [-7.2804, -23.1965, 14.9402], [-8.4964, -24.2157, 14.8274], [-9.2779, -24.2385, 15.9910], [-7.7408, -21.8212, 15.0260], [-6.6263, -23.2549, 14.0702], [-6.6569, -23.4616, 15.7940], [-8.1681, -25.2242, 14.5762], [-9.1769, -23.8602, 14.0537], [-9.4236, -23.3018, 16.1429], [-8.3251, -21.7136, 15.7800]],
  "atomic_forces_ev_per_a": [[-0.35, -0.70, 0.58], [0.33, -0.74, 0.06], [-0.51, 0.53, -0.09], [0.07, 0.65, -0.11], [0.97, 0.20, 0.01], [-0.41, -0.17, -0.33], [-0.71, 0.12, 0.35], [0.29, 2.81, -1.09], [-1.44, -1.01, 0.39], [1.26, 0.21, -0.26], [1.04, -3.00, -0.78], [-0.41, 0.09, -0.25], [-0.37, -0.27, 0.85], [0.41, 0.13, 0.29], [0.50, 0.51, -0.69], [-0.69, 0.09, 0.30], [0.01, 0.53, 0.77]],
  "charge": 2,
  "s_squared": 0.7556,
  "lumo_energy_ev": [-8.267, -13.762],
  "homo_lumo_gap_ev": [9.84, 4.34],
  "multiplicity": 2
}

Asked for energy above the lowest of the compared OMol25 structures with the same formula, charge and spin across the records above, the calculation gives 164.10 156.59 74.21 339.30 0.00 55.59 kJ/mol in order.